No. 1
65
Properties=species:S:1:pos:R:3 method="wB97M-V/def2-TZVPD" gap_ev=6.7854 homo_ev=-14.94 total_charge=+2 spin_multiplicity=1
Pd 1.229 -0.430 0.764
C 0.443 0.125 -2.769
Si -0.891 0.744 -1.596
C -2.558 0.350 -2.350
C -0.819 2.608 -1.429
C -0.769 -0.220 0.060
Si -1.307 0.712 1.704
C -1.653 -0.396 3.163
C -0.108 2.042 2.245
C -2.920 1.511 1.185
Si -1.452 -1.987 -0.124
C -0.896 -2.888 -1.652
C -3.299 -2.058 0.094
C -0.618 -2.800 1.352
C -1.126 -3.913 2.010
C -0.501 -4.405 3.142
C 0.624 -3.745 3.608
C 1.089 -2.647 2.916
N 0.503 -2.188 1.795
H 0.622 0.885 -3.533
H 0.117 -0.770 -3.297
H 1.385 -0.101 -2.265
H -2.617 0.904 -3.292
H -3.388 0.683 -1.726
H -2.703 -0.703 -2.591
H -0.528 3.027 -2.396
H -0.128 2.972 -0.673
H -1.803 3.015 -1.198
H -0.752 -0.792 3.631
H -2.321 -1.228 2.938
H -2.155 0.226 3.909
H 0.846 1.663 2.614
H -0.585 2.569 3.077
H 0.086 2.774 1.461
H -3.675 0.780 0.895
H -2.814 2.243 0.388
H -3.296 2.038 2.067
H -1.322 -2.476 -2.566
H -1.233 -3.925 -1.577
H 0.191 -2.899 -1.752
H -3.822 -1.494 -0.677
H -3.622 -1.687 1.067
H -3.626 -3.098 0.006
H -2.029 -4.380 1.637
H -0.892 -5.269 3.663
H 1.139 -4.063 4.504
H 1.939 -2.107 3.301
C 3.691 -2.214 0.022
C 3.113 -1.307 1.024
O 3.334 -0.779 2.030
H 4.551 -2.722 0.459
H 3.996 -1.586 -0.818
H 2.934 -2.919 -0.316
S 2.746 1.279 -0.015
C 2.530 2.536 -1.174
N 2.482 2.404 -2.487
C 2.483 3.699 -3.181
C 2.494 4.704 -2.004
N 2.521 3.815 -0.835
H 2.565 1.511 -2.941
H 1.595 3.802 -3.801
H 3.365 3.787 -3.812
H 1.599 5.322 -1.985
H 3.370 5.348 -2.013
H 2.645 4.119 0.117

No. 2
67
Properties=species:S:1:pos:R:3 method="wB97M-V/def2-TZVPD" gap_ev=10.2136 smiles="CC[C@H](F)[C@]1(CC(C)C)COC(=O)O1.CNC(C)=O.CNC(C)=O.CNC(C)=O" homo_ev=-9.51 spin_multiplicity=1
C 3.928 -0.930 0.196
C 2.612 -0.739 0.983
C 2.010 0.666 0.833
F 1.866 1.271 2.093
C 0.638 0.702 0.142
C -0.436 0.058 0.995
C -1.873 0.102 0.405
C -2.862 0.536 1.502
C -2.280 -1.289 -0.113
C 0.733 0.172 -1.273
O 1.474 1.238 -1.914
C 1.127 2.374 -1.263
O 1.464 3.473 -1.582
O 0.340 2.085 -0.190
H 4.734 -1.281 0.841
H 3.827 -1.661 -0.610
H 4.279 -0.002 -0.259
H 2.823 -0.850 2.049
H 1.900 -1.510 0.686
H 2.729 1.290 0.292
H -0.456 0.525 1.982
H -0.165 -0.990 1.157
H -1.917 0.830 -0.411
H -3.875 0.405 1.135
H -2.704 -0.125 2.362
H -2.671 1.572 1.789
H -2.028 -2.030 0.651
H -3.365 -1.344 -0.237
H -1.791 -1.545 -1.058
H 1.148 -0.819 -1.440
H -0.267 0.210 -1.717
C -6.940 2.901 -0.929
C -5.448 2.686 -0.820
O -4.972 1.763 -0.181
N -4.639 3.571 -1.461
C -5.016 4.721 -2.258
H -7.434 2.117 -0.364
H -7.226 3.869 -0.518
H -7.266 2.850 -1.969
H -3.657 3.375 -1.343
H -4.639 4.622 -3.277
H -4.606 5.636 -1.827
H -6.096 4.814 -2.298
C 6.362 -0.127 -3.147
C 7.004 0.457 -1.909
O 7.085 -0.173 -0.867
N 7.485 1.725 -1.995
C 7.467 2.618 -3.136
H 6.032 -1.134 -2.911
H 5.500 0.466 -3.455
H 7.073 -0.171 -3.972
H 7.896 2.057 -1.137
H 8.482 2.900 -3.419
H 6.909 3.526 -2.903
H 6.995 2.135 -3.985
C -1.027 -4.188 3.078
C -2.521 -3.958 3.124
O -3.023 -2.911 2.753
N -3.294 -4.970 3.600
C -2.875 -6.271 4.082
H -0.560 -3.292 2.680
H -0.629 -4.378 4.075
H -0.781 -5.033 2.433
H -4.278 -4.753 3.606
H -3.327 -7.065 3.485
H -3.175 -6.410 5.122
H -1.797 -6.367 4.020

No. 3
67
Properties=species:S:1:pos:R:3 method="wB97M-V/def2-TZVPD" gap_ev="6.2418 / 5.9254" homo_ev="-5.93 / -5.62" spin_multiplicity=2 s_squared=0.79
Ti 0.347 0.542 -0.086
C 5.758 -0.471 0.735
Se 4.068 0.003 1.580
C 4.182 1.907 1.195
C 4.021 2.282 -0.270
Se 2.192 2.499 -0.930
C 1.688 3.926 0.283
H 6.584 0.064 1.199
H 5.746 -0.275 -0.337
H 5.897 -1.540 0.889
H 5.155 2.251 1.549
H 3.422 2.370 1.824
H 4.483 1.549 -0.931
H 4.495 3.244 -0.476
H 2.424 4.724 0.208
H 1.617 3.540 1.298
H 0.715 4.280 -0.043
C -2.984 -0.405 1.669
Si -1.901 -1.851 1.147
C -0.863 -2.350 2.627
C -3.036 -3.314 0.761
C -0.824 -1.339 -0.275
C 0.477 -2.017 -0.416
C 0.746 -3.379 -0.198
C 2.001 -3.878 -0.462
C 3.005 -3.027 -0.929
C 2.702 -1.693 -1.064
N 1.485 -1.204 -0.811
Si -1.583 -1.184 -1.970
C -0.641 0.048 -3.068
C -3.375 -0.628 -1.952
C -1.496 -2.840 -2.861
H -3.691 -0.714 2.443
H -3.550 0.009 0.832
H -2.352 0.387 2.080
H -1.511 -2.496 3.496
H -0.137 -1.572 2.873
H -0.317 -3.282 2.466
H -3.643 -3.566 1.634
H -2.459 -4.204 0.496
H -3.717 -3.110 -0.068
H -0.053 -4.027 0.136
H 2.205 -4.932 -0.325
H 3.994 -3.392 -1.165
H 3.450 -0.976 -1.380
H -1.050 1.058 -3.004
H -0.738 -0.269 -4.110
H 0.435 0.096 -2.870
H -3.470 0.372 -1.525
H -4.021 -1.306 -1.392
H -3.742 -0.592 -2.981
H -0.460 -3.158 -3.003
H -1.966 -2.781 -3.846
H -2.006 -3.618 -2.288
C -3.929 3.964 -0.408
N -3.053 3.860 0.748
C -1.946 3.109 0.792
N -1.260 3.038 1.919
S -1.438 2.272 -0.619
H -4.699 4.696 -0.180
H -4.396 3.006 -0.637
H -3.370 4.294 -1.281
H -3.372 4.271 1.610
H -1.597 3.442 2.778
H -0.487 2.359 1.949
S 1.111 1.093 3.252
C 0.728 0.837 1.691

No. 4
73
Properties=species:S:1:pos:R:3 method="wB97M-V/def2-TZVPD" gap_ev="7.8019 / 7.2509" homo_ev="-9.97 / -9.42" total_charge=+1 spin_multiplicity=2 s_squared=0.79
V 0.154 -0.503 -0.098
O -1.899 2.016 2.064
C -1.098 1.914 1.028
O -1.310 1.111 0.117
C -0.030 2.983 0.985
O 1.088 2.617 0.242
C 2.133 1.975 0.957
C 1.832 0.531 1.277
O 2.717 -0.328 1.263
O 0.621 0.299 1.705
H -2.599 1.346 1.996
H -0.496 3.827 0.458
H 0.205 3.303 2.004
H 3.022 2.048 0.334
H 2.318 2.499 1.903
N -2.119 0.532 -2.614
C -2.116 -0.777 -2.268
N -1.238 -1.308 -1.447
C -1.466 -2.675 -1.323
C -2.493 -3.160 -2.051
S -3.237 -1.892 -2.943
C -0.607 -3.382 -0.382
C -0.610 -4.695 -0.088
S 0.511 -5.018 1.181
C 0.932 -3.344 1.232
N 0.290 -2.592 0.343
N 1.806 -2.878 2.120
H -1.670 1.174 -1.976
H -2.920 0.893 -3.105
H -2.855 -4.170 -2.110
H -1.209 -5.476 -0.518
H 2.314 -3.525 2.696
H 2.162 -1.919 1.991
C 1.253 -3.382 -3.698
Si 1.449 -1.604 -4.239
C -0.098 -0.951 -5.070
C 2.780 -1.611 -5.552
Sb 1.903 -0.183 -2.130
Si 4.331 -0.896 -1.676
C 4.217 -2.549 -0.814
C 5.233 -1.092 -3.302
C 5.278 0.355 -0.667
Si 2.078 2.107 -3.277
C 3.180 3.285 -2.342
C 2.743 1.924 -5.011
C 0.331 2.768 -3.346
H 1.007 -3.981 -4.578
H 0.478 -3.543 -2.957
H 2.191 -3.765 -3.293
H -0.551 -1.752 -5.657
H 0.175 -0.155 -5.764
H -0.849 -0.549 -4.396
H 2.317 -2.058 -6.435
H 3.635 -2.230 -5.287
H 3.141 -0.625 -5.835
H 3.410 -3.163 -1.222
H 4.038 -2.417 0.250
H 5.152 -3.100 -0.944
H 4.975 -2.023 -3.805
H 6.303 -1.118 -3.089
H 5.056 -0.271 -3.995
H 4.857 0.489 0.324
H 5.335 1.316 -1.173
H 6.302 -0.010 -0.562
H 4.172 2.872 -2.180
H 2.758 3.580 -1.385
H 3.301 4.184 -2.950
H 3.685 1.376 -5.042
H 2.931 2.920 -5.416
H 2.037 1.424 -5.673
H -0.067 2.895 -2.339
H -0.317 2.083 -3.896
H 0.307 3.737 -3.847

No. 5
59
Properties=species:S:1:pos:R:3 method="wB97M-V/def2-TZVPD" gap_ev=9.3637 homo_ev=-12.69 total_charge=+1 spin_multiplicity=1
N -1.347 0.033 2.788
C -0.381 -0.998 2.251
O 0.798 -1.169 3.013
C 1.332 0.141 3.260
C 1.933 0.925 2.195
C 2.426 2.260 2.544
C 2.285 2.786 3.902
C 1.661 1.955 4.945
C 1.178 0.615 4.647
H -1.346 0.138 3.811
H -2.295 -0.298 2.535
H -1.145 0.914 2.288
H -0.952 -1.965 2.187
H -0.073 -0.718 1.211
H 2.005 0.517 1.158
H 2.911 2.852 1.732
H 2.630 3.813 4.171
H 1.521 2.331 5.984
H 0.690 -0.035 5.412
C -7.267 0.980 -0.906
C -6.165 -0.066 -0.790
C -5.227 0.169 0.394
C -4.437 1.481 0.353
C -3.563 1.684 -0.884
C -2.467 0.636 -1.031
H -6.860 1.975 -1.097
H -7.934 0.733 -1.733
H -7.864 1.021 0.008
H -5.598 -0.109 -1.725
H -6.630 -1.049 -0.669
H -4.529 -0.674 0.461
H -5.812 0.148 1.320
H -3.802 1.529 1.249
H -5.130 2.323 0.433
H -3.092 2.669 -0.815
H -4.176 1.701 -1.788
H -1.821 0.620 -0.144
H -1.843 0.861 -1.898
H -2.881 -0.364 -1.174
C 2.578 -2.468 -0.875
C 3.128 -1.121 -1.330
C 3.187 -0.970 -2.850
C 4.103 -1.962 -3.570
C 5.563 -1.952 -3.117
C 6.264 -0.620 -3.358
H 3.222 -3.292 -1.188
H 2.510 -2.499 0.216
H 1.577 -2.638 -1.280
H 4.117 -0.961 -0.891
H 2.482 -0.330 -0.931
H 3.499 0.051 -3.089
H 2.176 -1.077 -3.257
H 4.064 -1.750 -4.643
H 3.707 -2.976 -3.451
H 6.100 -2.730 -3.668
H 5.638 -2.220 -2.059
H 6.226 -0.345 -4.415
H 7.314 -0.688 -3.066
H 5.811 0.185 -2.775

No. 6
72
Properties=species:S:1:pos:R:3 method="wB97M-V/def2-TZVPD" gap_ev=8.9467 smiles="C[C@H](Br)CBS(=O)(=O)F.CCOC(C)=O.CCOC(C)=O.CCOC(C)=O.CCOC(C)=O" homo_ev=-9.58 spin_multiplicity=1
C -3.427 2.217 -2.730
C -2.780 1.282 -3.752
Br -4.136 0.275 -4.737
C -1.723 0.351 -3.126
B -2.302 -0.888 -2.423
S -2.152 -1.167 -0.553
O -2.756 -2.388 -0.147
O -0.780 -0.933 -0.238
F -2.998 -0.035 0.127
H -2.780 2.299 -1.858
H -4.432 1.906 -2.449
H -3.510 3.213 -3.166
H -2.279 1.873 -4.511
H -1.085 0.965 -2.492
H -1.089 -0.039 -3.934
H -2.810 -1.792 -2.986
O -7.154 0.293 -2.157
C -6.871 -0.513 -1.314
O -6.367 -1.703 -1.699
C -5.854 -2.664 -0.765
C -6.936 -3.569 -0.216
C -7.119 -0.248 0.155
H -5.290 -2.164 0.020
H -5.135 -3.246 -1.337
H -7.678 -3.011 0.356
H -6.495 -4.322 0.437
H -7.454 -4.073 -1.032
H -8.150 -0.518 0.382
H -6.997 0.818 0.325
H -6.458 -0.787 0.829
O -1.823 2.467 0.085
C -1.109 2.570 1.048
O 0.210 2.430 0.864
C 1.199 2.654 1.878
C 1.428 1.423 2.725
C -1.660 2.755 2.440
H 0.953 3.536 2.470
H 2.104 2.888 1.319
H 0.537 1.145 3.290
H 2.246 1.593 3.422
H 1.696 0.581 2.088
H -1.909 1.770 2.836
H -2.573 3.340 2.366
H -0.980 3.250 3.128
O 1.267 0.571 -3.904
C 1.985 0.640 -2.942
O 3.311 0.450 -3.119
C 4.262 0.665 -2.070
C 4.409 -0.541 -1.167
C 1.444 0.855 -1.552
H 4.013 1.565 -1.507
H 5.197 0.865 -2.591
H 3.480 -0.766 -0.643
H 5.181 -0.362 -0.419
H 4.682 -1.417 -1.757
H 1.146 -0.110 -1.141
H 0.563 1.487 -1.608
H 2.142 1.329 -0.867
O 4.561 0.562 3.104
C 5.502 -0.183 3.148
O 6.147 -0.464 1.997
C 7.362 -1.223 1.948
C 7.101 -2.714 1.915
C 5.929 -0.857 4.430
H 8.024 -0.938 2.766
H 7.842 -0.904 1.025
H 6.610 -3.057 2.825
H 8.041 -3.257 1.809
H 6.458 -2.964 1.072
H 5.329 -1.758 4.557
H 5.713 -0.180 5.252
H 6.981 -1.127 4.470